(1)
Entry from the Open Molecules 2025 dataset: a structure of composition C3H5IO4S in a non-equilibrium geometry (ωB97M-V/def2-TZVPD).

XYZ file:
```
14
Properties=species:S:1:pos:R:3:forces:R:3
C -0.4224 -0.0301 0.7713 -0.71 -0.17 1.29
C -2.0633 -0.6454 -0.7435 0.21 -1.12 -1.56
C 0.7687 1.0155 1.0283 -3.62 -2.49 -3.80
O -0.8533 -0.8884 1.5149 0.94 1.39 -0.28
O 1.4454 0.6588 -1.7081 -0.34 0.43 -0.16
O 1.6617 -1.3570 -0.2167 -0.32 2.00 0.05
O -0.8950 0.0991 -0.4952 0.99 0.94 0.24
S 1.7164 0.1197 -0.3986 -1.58 -2.50 -0.28
I 3.9672 0.8066 0.1493 4.53 1.20 0.84
H -1.9023 -1.6918 -0.9875 0.80 -0.39 0.58
H -2.5399 -0.3677 -1.6940 -0.08 1.11 0.81
H -2.5333 -0.5955 0.1886 -2.08 -0.09 0.72
H 1.2371 0.8950 1.9583 0.61 -0.02 1.06
H 0.4130 1.9810 0.6330 0.64 -0.28 0.48
```
Positions in Å, forces in eV/Å.

Summary:
multiplicity	3
molecular weight	264.04	g/mol
HOMO level (spin up / spin down)	-6.92 / -10.36	eV
total charge	0



(2)
Entry from the Open Molecules 2025 dataset: an isolated molecule of C6H7N3O4S in a non-equilibrium geometry (ωB97M-V/def2-TZVPD).

XYZ file:
```
21
Properties=species:S:1:pos:R:3:forces:R:3
C 4.7641 -0.5030 0.3920 0.66 -0.52 1.70
C 3.6301 -0.0239 1.0016 0.69 -0.03 0.78
C 3.4080 -0.0398 -1.2348 0.60 0.12 1.20
C -3.3844 1.4451 -0.6256 -2.28 -0.37 -0.31
C -2.1413 0.9999 -0.7676 -1.71 -0.05 0.82
C -1.6848 -0.3498 -0.5390 -0.33 -0.43 -0.68
N 4.5862 -0.4910 -0.9465 0.25 -0.33 -1.30
N 2.7689 0.2818 -0.0193 -1.48 0.57 -0.63
N -0.4386 -0.6596 -0.6586 -0.47 2.85 0.07
O 0.1858 -1.6376 -0.5724 1.50 -3.82 0.28
O 0.4098 0.5027 -0.9692 1.16 1.20 0.61
O 1.2964 2.4940 0.1398 0.99 -2.63 -0.24
O 0.6708 0.5919 1.5044 0.44 -1.22 0.89
S 1.2836 1.0453 0.3220 -1.18 2.91 -2.33
H 5.7131 -0.9421 0.8378 -1.59 0.88 -0.54
H 3.2967 0.1747 2.0231 0.45 -0.30 -0.41
H 3.0777 0.0589 -2.2490 -0.74 0.27 0.10
H -3.8908 2.4346 -0.9199 1.65 -1.42 0.68
H -4.1144 0.6939 -0.2910 0.00 0.38 -0.22
H -1.4257 1.7088 -0.9341 1.93 1.49 -0.88
H -2.2440 -1.2806 -0.5390 -0.54 0.46 0.40
```
Positions in Å, forces in eV/Å.

Summary:
energy above the lowest of the compared OMol25 structures with the same formula, charge and spin	24.2	kcal per mole
molecular weight	217.21	g/mol
HOMO level	-9.21	eV
total charge	0